[1]
# C3H38O15S

16 unconnected molecules or ions with the total composition C3H38O15S (ωB97M-V with the def2-TZVPD basis set, the OMol25 dataset).

For the HOMO energy, the calculation gives -9.3 eV. Its net charge is 0. As for the multiplicity: 1. The largest force on an atom is 2.9 eV/Å.

XYZ file:
```
57
Properties=species:S:1:pos:R:3:forces:R:3
C -1.045903 -0.714918 -0.700578 -1.8 -0.5 -0.5
C 0.163380 -1.313522 -0.006136 0.5 -0.8 -0.3
C 0.946962 -0.308744 0.795157 0.2 2.2 1.9
S 2.704196 -0.773772 0.978884 0.2 -1.1 -0.5
H -1.912230 -1.430464 -0.732442 0.8 0.4 0.5
H -0.940614 -0.557110 -1.782345 0.6 0.5 0.4
H -1.445860 0.173102 -0.188463 0.2 -0.2 -0.2
H -0.218879 -2.148388 0.621161 0.8 0.7 -0.5
H 0.867738 -1.714803 -0.782596 -0.8 0.0 0.8
H 0.591884 -0.110178 1.839967 -0.2 -0.6 -0.8
H 0.925568 0.727602 0.404868 0.0 -0.7 -0.3
H 3.181544 0.031408 1.934063 -0.5 0.3 0.1
H -2.608019 0.287302 2.309642 -0.7 -0.9 0.9
H -2.592428 -0.309365 3.708081 0.1 0.0 0.2
O -2.933193 -0.508306 2.832392 0.6 0.4 -0.9
H -2.983441 -3.325716 1.551915 0.1 0.6 0.4
H -2.001419 -2.194386 2.095609 -0.9 0.5 0.3
O -2.066482 -3.073678 1.711346 0.4 -1.1 -0.6
H 1.527112 3.480575 -0.308492 -0.2 0.1 0.2
H 2.611974 3.312930 0.724017 0.3 -0.1 -0.3
O 1.741714 3.718365 0.604607 -0.1 0.1 0.1
H -1.349105 2.084619 2.029837 0.1 -0.2 0.2
H -2.713808 2.675770 2.344783 -0.2 -0.4 -0.2
O -2.307894 1.886255 1.955189 0.3 1.0 -0.4
H -0.173895 -3.241490 2.386252 0.2 0.1 0.5
H 0.996017 -2.259012 2.730580 -0.6 -1.0 0.3
O 0.413646 -2.960208 3.112550 0.5 0.8 -0.6
H -1.025468 2.168635 -0.219505 0.8 0.4 -0.8
H -0.884005 2.676292 -1.681287 -0.7 -0.1 -0.8
O -0.368334 2.431007 -0.912893 -0.1 0.0 1.7
H -0.979693 -0.943435 -4.182466 0.0 0.0 0.0
H 0.031300 0.174546 -4.352017 0.2 -0.2 -0.1
O -0.882164 -0.043259 -4.557194 0.1 0.0 -0.1
H 0.915779 1.651573 -1.520402 0.8 -0.3 -0.4
H 1.611658 1.675807 -2.931520 0.2 -0.3 0.6
O 1.762324 1.369906 -2.014985 -1.3 0.8 -0.5
H 1.900249 -0.295893 -2.161779 -0.2 -1.6 -1.6
H 2.774461 -1.476694 -2.643595 0.4 -0.3 -0.1
O 1.897197 -1.124285 -2.780506 0.0 1.5 1.2
H 0.190656 -4.442799 -0.762913 0.3 0.0 -0.1
H -1.267458 -4.214848 -0.449065 0.1 0.3 0.0
O -0.511950 -3.802047 -0.894903 -0.6 -0.8 0.1
H 0.897461 2.831628 1.617355 -0.7 0.0 0.9
H 0.235937 3.072402 3.060067 0.1 0.4 -0.3
O 0.304220 2.421479 2.353826 0.6 0.2 -0.6
H 0.150626 0.110369 4.403391 -0.3 -0.4 0.2
H 0.150204 1.549390 4.114831 -0.5 -0.3 0.1
O -0.405689 0.882167 4.552905 0.6 0.2 -0.1
H -0.906098 -2.851444 -2.482058 0.0 -0.2 0.1
H 0.315761 -2.488845 -3.288142 0.4 0.2 0.0
O -0.641891 -2.505964 -3.343075 -0.4 0.0 -0.4
H 4.254305 1.415570 -0.139639 0.1 -0.2 0.0
H 3.139103 1.751958 -1.225373 0.8 0.6 1.9
O 3.605543 2.078873 -0.372197 -0.3 -0.2 -1.5
H -2.039825 1.062451 -2.519158 -0.2 -0.2 0.3
H -1.639987 1.539159 -3.844866 -0.2 0.1 0.1
O -1.962790 1.892431 -2.992686 0.1 0.3 -0.4
```
Forces are in eV/Å.

Charges in e, computed with natural (NBO), in the same order as the atoms: number 1, C, carries -0.631; number 2, C, carries -0.465; number 3, C, carries -0.524; number 4, S, carries -0.087; number 5, H, carries 0.222; number 6, H, carries 0.215; number 7, H, carries 0.195; number 8, H, carries 0.247; number 9, H, carries 0.230; number 10, H, carries 0.224; number 11, H, carries 0.204; number 12, H, carries 0.131; number 13, H, carries 0.501; number 14, H, carries 0.480; number 15, O, carries -1.002; number 16, H, carries 0.488; number 17, H, carries 0.518; number 18, O, carries -1.008; number 19, H, carries 0.497; number 20, H, carries 0.514; number 21, O, carries -0.947; number 22, H, carries 0.504; number 23, H, carries 0.486; number 24, O, carries -0.988; number 25, H, carries 0.488; number 26, H, carries 0.467; number 27, O, carries -0.959; number 28, H, carries 0.511; number 29, H, carries 0.522; number 30, O, carries -0.993; number 31, H, carries 0.516; number 32, H, carries 0.467; number 33, O, carries -0.989; number 34, H, carries 0.526; number 35, H, carries 0.495; number 36, O, carries -0.997; number 37, H, carries 0.505; number 38, H, carries 0.472; number 39, O, carries -1.009; number 40, H, carries 0.485; number 41, H, carries 0.492; number 42, O, carries -0.957; number 43, H, carries 0.521; number 44, H, carries 0.476; number 45, O, carries -1.023; number 46, H, carries 0.471; number 47, H, carries 0.470; number 48, O, carries -0.946; number 49, H, carries 0.503; number 50, H, carries 0.495; number 51, O, carries -0.985; number 52, H, carries 0.479; number 53, H, carries 0.509; number 54, O, carries -1.019; number 55, H, carries 0.476; number 56, H, carries 0.509; number 57, O, carries -0.980



[2]
# C3H39NO15

16 unconnected molecules or ions with the total composition C3H39NO15 (ωB97M-V with the def2-TZVPD basis set, the OMol25 dataset).

For the HOMO energy, the calculation gives -9.2 eV. Its net charge is 0. As for the multiplicity: 1. The largest force on an atom is 2.3 eV/Å.

XYZ file:
```
58
Properties=species:S:1:pos:R:3:forces:R:3
C 2.530790 -0.243612 -1.869539 -0.4 1.3 -1.5
C 1.127507 -0.237995 -2.506531 0.6 -1.0 1.9
C 0.739336 -1.666929 -2.842572 -0.9 -1.5 0.0
N 0.214241 0.379300 -1.525882 -0.2 0.0 0.1
H 3.213020 -0.417154 -2.706042 0.5 -0.3 0.5
H 2.695409 0.776877 -1.520536 0.4 0.1 0.1
H 2.631698 -0.905528 -1.023843 0.0 -0.5 0.0
H 1.127725 0.365997 -3.403484 0.1 0.1 -0.2
H -0.254943 -1.889962 -2.457656 -0.4 0.3 -0.4
H 0.760614 -1.946206 -3.897358 -0.1 0.5 -0.1
H 1.269101 -2.522547 -2.383566 0.6 0.9 0.3
H 0.726316 0.937815 -0.842448 -0.4 -0.4 -0.2
H -0.497744 -0.225134 -1.099945 0.6 0.2 -0.2
H -1.773314 2.089308 -3.703212 -1.4 -0.5 -0.1
H -0.839046 1.193000 -3.322865 0.0 -1.3 0.6
O -1.813141 1.160565 -3.386663 0.9 1.6 -0.7
H 1.813074 0.438297 3.791602 -0.5 0.6 0.0
H 2.988687 1.294051 3.386465 -0.2 0.4 -0.1
O 2.021249 1.327793 3.387080 0.7 -0.8 0.2
H -0.491476 2.024841 2.365062 0.4 1.0 0.5
H 0.646230 2.588162 3.246818 -0.6 -0.1 -0.3
O -0.246648 2.830912 2.885934 0.3 -1.3 0.0
H -2.254166 -2.576508 0.041031 1.0 0.2 -0.5
H -0.936007 -3.281127 -0.508473 -0.5 0.5 0.3
O -1.328855 -2.407699 -0.270631 -0.6 -0.8 0.1
H -2.635782 0.496859 -1.839444 -0.1 0.5 0.7
H -2.458851 1.553138 -0.774752 0.0 0.1 0.1
O -2.898131 0.708702 -0.905244 0.2 -0.4 -0.8
H -0.943727 1.611120 4.338413 -0.4 -0.3 -0.2
H -1.820641 0.274509 4.291722 0.0 0.5 -0.4
O -1.278019 0.851466 4.841792 0.2 -0.3 0.5
H -2.494226 -1.976107 2.471724 -0.1 -0.2 0.1
H -2.704933 -0.876810 1.445942 0.5 -0.4 0.6
O -2.093140 -1.158965 2.169543 -0.6 0.7 -0.2
H 1.036012 3.840301 1.523390 0.2 -0.5 0.3
H -0.124076 4.745283 1.489574 -0.8 0.2 0.5
O 0.648171 4.524983 0.991571 0.7 0.6 -1.1
H 0.391149 -5.529132 -0.550510 -0.4 0.5 0.4
H -0.589462 -5.242608 -1.649316 -0.2 0.3 0.9
O -0.438073 -5.035397 -0.697388 0.6 -0.9 -1.4
H -4.879473 -1.351430 0.690895 -0.7 0.4 0.1
H -3.843420 -0.601963 -0.271298 -0.3 0.3 0.1
O -4.067602 -1.419345 0.210063 0.9 -0.7 -0.3
H 2.013718 4.392714 -1.634526 0.4 -0.3 0.0
H 0.971206 5.239025 -0.967612 0.3 -0.4 -1.1
O 1.336572 5.021824 -1.866964 -0.8 0.5 1.0
H 1.764991 -3.065699 1.640979 0.4 0.3 0.0
H 2.888915 -2.964485 0.635532 0.0 -0.1 0.4
O 2.686404 -3.337640 1.506116 0.1 -0.3 -0.4
H 0.976040 -1.352911 3.516037 0.0 0.2 0.8
H 0.117223 -0.665426 4.572971 -0.1 0.4 0.3
O 1.021091 -0.973353 4.432320 0.2 -0.6 -1.2
H 1.266130 2.213865 -5.009440 -1.3 0.2 0.8
H 0.625872 3.122914 -3.923814 0.1 0.0 0.0
O 0.458539 2.318675 -4.437285 1.4 0.2 -0.8
H 0.558090 -0.780450 1.073439 0.2 -0.1 0.2
H -0.175846 -2.076682 1.258182 0.2 0.5 0.2
O 0.615624 -1.593493 1.594644 -0.5 -0.2 -0.4
```
Forces are in eV/Å.

Charges in e, computed with natural (NBO), in the same order as the atoms: number 1, C, carries -0.599; number 2, C, carries -0.066; number 3, C, carries -0.641; number 4, N, carries -0.898; number 5, H, carries 0.207; number 6, H, carries 0.189; number 7, H, carries 0.206; number 8, H, carries 0.190; number 9, H, carries 0.230; number 10, H, carries 0.215; number 11, H, carries 0.203; number 12, H, carries 0.359; number 13, H, carries 0.398; number 14, H, carries 0.476; number 15, H, carries 0.506; number 16, O, carries -0.974; number 17, H, carries 0.513; number 18, H, carries 0.478; number 19, O, carries -1.018; number 20, H, carries 0.478; number 21, H, carries 0.514; number 22, O, carries -0.991; number 23, H, carries 0.502; number 24, H, carries 0.504; number 25, O, carries -1.008; number 26, H, carries 0.523; number 27, H, carries 0.492; number 28, O, carries -1.004; number 29, H, carries 0.495; number 30, H, carries 0.485; number 31, O, carries -0.983; number 32, H, carries 0.467; number 33, H, carries 0.498; number 34, O, carries -0.982; number 35, H, carries 0.485; number 36, H, carries 0.485; number 37, O, carries -0.968; number 38, H, carries 0.491; number 39, H, carries 0.481; number 40, O, carries -0.951; number 41, H, carries 0.483; number 42, H, carries 0.520; number 43, O, carries -1.004; number 44, H, carries 0.460; number 45, H, carries 0.502; number 46, O, carries -0.967; number 47, H, carries 0.488; number 48, H, carries 0.457; number 49, O, carries -0.957; number 50, H, carries 0.502; number 51, H, carries 0.496; number 52, O, carries -0.977; number 53, H, carries 0.487; number 54, H, carries 0.494; number 55, O, carries -0.970; number 56, H, carries 0.485; number 57, H, carries 0.519; number 58, O, carries -1.001



Among the records above, which one has the lowest largest force on an atom? C3H39NO15